A molecular structure, C25H44F10Li2NO15S7 in a non-equilibrium geometry, computed with ωB97M-V/def2-TZVPD.

Structure (XYZ):
```
104
Properties=species:S:1:pos:R:3:forces:R:3
Li -3.0186 2.9238 -6.1621 -0.47 0.11 0.60
Li 0.6530 1.3386 -6.7751 0.68 -0.42 0.46
N -0.8939 1.1517 -3.1200 -0.85 -3.05 2.17
S -1.3832 -0.2596 -2.2715 -2.95 -5.00 -3.76
O -2.6207 -0.0735 -1.5437 2.07 0.09 -0.21
O -0.4806 -1.3979 -1.9930 -1.32 3.62 0.11
F -1.9807 -0.8317 -3.7355 0.05 0.20 0.44
S -0.1952 1.7122 -1.8347 4.24 5.81 1.52
O 1.1535 1.2157 -1.6270 -1.83 -0.25 0.19
O -0.9610 2.2406 -0.7315 0.07 -1.93 -0.57
F 0.0998 3.1163 -2.5470 0.46 0.83 -0.85
C -2.9460 9.3183 0.2442 0.21 -0.64 -0.77
C -4.2644 8.8217 0.8589 -1.07 -0.88 -0.07
C -4.9037 7.6305 0.0346 1.69 0.59 -0.33
S -4.6176 8.2260 -1.7120 1.50 1.01 1.95
O -5.6835 9.1369 -2.1063 0.46 -1.25 0.02
O -4.0881 7.1588 -2.5307 -0.77 -0.12 -0.50
C -3.1473 9.3261 -1.2808 -1.01 -0.14 0.05
H -2.0755 8.7122 0.4953 -0.38 -0.89 -0.04
H -2.5486 10.2492 0.6486 -0.88 0.52 -0.17
H -5.0631 9.5627 0.8248 0.43 0.52 0.58
H -4.0562 8.4285 1.8540 -0.43 0.40 0.18
H -5.9294 7.3011 0.2001 -0.10 0.81 0.04
H -4.2889 6.7664 0.2867 0.17 -0.23 -0.82
H -3.5217 10.2931 -1.6167 0.35 0.02 -0.20
H -2.3046 8.9473 -1.8591 -0.13 0.22 0.01
C 3.6966 -5.9878 4.8791 1.53 -2.35 0.15
C 3.7166 -5.7663 3.3564 0.44 -1.31 -0.53
C 5.1528 -5.5393 2.8753 0.89 0.74 0.62
S 6.3991 -5.9691 4.1929 -1.00 -1.56 0.59
O 7.4851 -4.9749 4.1968 -1.53 -1.45 0.11
O 6.7048 -7.4421 4.1992 -0.52 3.22 -0.36
C 5.0971 -5.7405 5.5108 0.40 2.25 -0.35
H 3.6779 -7.0775 4.8992 -0.84 -0.12 0.60
H 2.8181 -5.5865 5.3845 0.48 0.18 0.16
H 2.9665 -5.0643 2.9923 0.53 0.43 0.04
H 3.4274 -6.7246 2.9252 -0.33 0.08 -0.09
H 5.2688 -4.4594 2.7832 0.58 -0.09 -0.47
H 5.5471 -6.1177 2.0398 -0.55 0.29 -0.32
H 5.1045 -4.6754 5.7421 0.54 0.26 0.04
H 5.4791 -6.2234 6.4102 -0.63 -0.56 -0.20
C -11.1033 1.1789 2.0358 0.27 1.39 -0.13
C -9.9976 0.3664 1.3550 -0.68 0.12 0.12
C -10.8292 -0.7337 0.7115 -0.16 -0.37 -1.74
S -12.2777 -1.1903 1.7347 -1.02 1.09 0.31
O -12.0127 -2.3559 2.5755 -0.56 0.56 -1.20
O -13.5377 -1.0271 0.9157 3.18 -0.62 1.98
C -11.9708 0.2934 2.8421 -0.43 -2.05 0.23
H -11.6914 1.6034 1.2220 -0.05 0.29 -0.04
H -10.6918 2.0105 2.6079 -0.09 -0.01 0.14
H -9.1558 0.0281 1.9593 -0.41 -0.18 0.44
H -9.5599 1.0642 0.6412 0.04 -0.43 -0.45
H -10.3062 -1.5721 0.2514 -0.03 -0.29 0.62
H -11.3603 -0.2903 -0.1308 0.00 0.18 -0.14
H -11.3577 -0.1467 3.6286 -0.21 -0.14 0.21
H -12.9317 0.5887 3.2635 0.16 0.45 -0.33
C 7.9114 5.3364 -10.0745 0.88 -1.00 0.43
C 7.1161 4.3190 -10.8511 -0.14 -0.58 -0.68
C 6.6409 3.2081 -9.9419 -1.68 -0.57 0.50
S 6.5492 3.8661 -8.2464 2.21 1.08 1.35
O 7.6335 3.2555 -7.4118 -2.63 0.95 -1.61
O 5.1634 4.0063 -7.7580 1.57 -0.70 -0.64
C 7.1615 5.5727 -8.7677 -0.65 -0.70 -0.83
H 8.0656 6.2105 -10.7071 0.12 0.16 0.45
H 8.8464 4.7989 -9.9158 0.47 0.64 0.34
H 7.7529 3.8228 -11.5835 -0.11 0.41 -0.36
H 6.2671 4.7879 -11.3486 -0.03 -0.09 -0.09
H 7.1546 2.2483 -9.9968 0.47 0.36 0.35
H 5.6020 2.9718 -10.1722 -0.09 -0.06 0.02
H 7.6769 6.0733 -7.9480 -0.13 -0.19 -0.11
H 6.2780 6.0935 -9.1370 -0.35 0.25 0.85
C 6.8989 -4.2920 -4.3764 -0.15 -0.37 -0.40
C 7.3937 -4.1956 -5.7958 0.54 0.07 -1.30
C 6.2363 -4.3626 -6.7998 -0.08 0.25 0.76
S 4.7216 -3.8121 -5.9757 0.21 -1.91 -1.31
O 3.8493 -5.0253 -6.0305 1.05 2.76 0.89
O 4.2901 -2.5461 -6.5753 -0.08 -0.82 0.92
C 5.5539 -3.5596 -4.3557 -0.65 -1.00 1.18
H 7.6465 -3.9146 -3.6788 -0.28 0.46 0.00
H 6.8542 -5.3517 -4.1249 -0.71 -0.02 0.11
H 8.0622 -5.0311 -6.0036 0.44 0.37 0.03
H 7.9069 -3.2443 -5.9362 0.09 -0.06 -0.20
H 6.1085 -5.4316 -6.9698 -0.26 0.23 -0.41
H 6.2706 -3.7517 -7.7019 0.36 -0.33 -0.05
H 4.9154 -4.0990 -3.6561 -0.30 0.46 0.17
H 5.6589 -2.5143 -4.0651 -0.28 -0.01 -0.42
C -1.0999 -2.8122 9.9821 0.20 0.78 1.14
C -1.2475 -3.9168 11.0836 3.54 3.25 0.02
C -0.1556 -3.8048 12.2497 -1.24 -0.39 0.34
F 1.0891 -3.7486 11.8554 2.22 -0.41 -2.09
F -0.2808 -2.6851 12.9505 -1.33 1.39 0.91
F -2.4116 -3.9249 11.6337 -2.80 0.13 1.38
F -1.0160 -5.0695 10.5568 0.38 -3.15 -1.61
O -1.7278 -3.0698 8.7492 -1.67 -0.25 -0.80
C -3.1511 -3.0587 8.5928 3.13 1.13 -0.06
C -3.4803 -2.9389 7.0960 0.46 -0.99 -1.92
F -2.9374 -1.8385 6.4877 -0.31 -0.33 1.18
F -2.9858 -3.9943 6.3655 -0.29 0.19 0.86
F -3.6534 -4.1286 9.2002 -0.64 0.23 -0.30
F -3.7042 -1.9176 9.0754 0.02 -0.40 0.82
H -0.0401 -2.6242 9.8102 0.14 -0.86 -0.53
H -1.3306 -1.8104 10.3445 -0.90 -0.13 0.46
H -0.1849 -4.6632 12.9209 -0.83 -0.25 0.02
H -4.5604 -2.9171 6.9510 -0.06 0.07 0.17
```
Forces are in eV/Å.

Results
Net charge: +1
Gap between HOMO and LUMO (eV): 3.86
DFT total energy (Eh): -5962.77960
LUMO energy (eV): -7.2

---

A molecular structure, C25H44HfO2P4 in a non-equilibrium geometry, computed with ωB97M-V/def2-TZVPD.

Structure (XYZ):
```
76
Properties=species:S:1:pos:R:3:forces:R:3
P 4.0475 -0.8139 1.0814 1.01 -0.08 -2.32
C 5.1305 -0.7357 2.5347 -1.36 -0.05 1.18
H 6.1576 -0.9603 2.2443 -0.13 -0.15 -0.52
H 4.7973 -1.4439 3.3099 0.28 0.15 -0.33
H 5.1164 0.2557 2.9601 0.04 0.42 0.18
C 4.3082 -2.5041 0.4667 -0.66 0.27 0.16
H 3.8249 -2.6362 -0.5027 0.14 -0.02 0.00
H 3.8443 -3.1893 1.1846 0.22 -0.08 -0.09
H 5.3842 -2.6945 0.3994 -0.14 0.02 0.01
C 4.7842 0.3789 -0.0723 -0.35 0.18 0.14
H 5.8776 0.2413 -0.1439 -0.49 -0.09 0.03
H 4.5811 1.3851 0.3264 0.14 -0.21 -0.17
H 4.3139 0.2891 -1.0573 0.23 0.01 0.16
P -1.0690 3.9039 -0.5213 -0.13 -0.26 0.02
C -1.1804 4.3174 1.2464 0.21 -0.44 0.17
H -1.3461 5.3896 1.4058 0.00 -0.23 0.01
H -0.2480 3.9976 1.7340 -0.22 0.30 -0.02
H -1.9987 3.7285 1.6804 0.10 0.29 -0.01
C 0.0200 5.1884 -1.2069 0.44 -0.33 -0.13
H 0.2687 4.9398 -2.2469 -0.13 0.28 0.13
H 0.9627 5.2047 -0.6471 -0.19 0.14 -0.08
H -0.4769 6.1645 -1.1586 0.20 -0.16 -0.03
C -2.6964 4.4031 -1.1717 -0.19 -0.49 -0.20
H -2.7992 5.4938 -1.2351 0.03 -0.26 0.06
H -3.4926 3.9842 -0.5440 0.15 0.16 -0.12
H -2.8121 3.9631 -2.1702 -0.12 0.31 0.08
P -3.5588 -3.1991 0.2475 1.02 1.38 0.73
C -3.8267 -2.5798 1.9000 -0.65 -0.17 0.99
H -4.6360 -3.1398 2.3896 0.13 0.14 0.03
H -4.1220 -1.5192 1.8901 0.08 -0.34 -0.15
H -2.9317 -2.6972 2.5295 -0.24 0.00 -0.28
C -5.1006 -3.3868 -0.6291 -0.11 0.45 -0.23
H -5.5540 -4.3385 -0.3505 0.10 -0.09 0.06
H -4.9466 -3.3620 -1.7080 0.08 -0.07 0.01
H -5.7961 -2.5907 -0.3515 0.11 0.01 -0.01
C -2.6729 -4.7523 0.3166 0.40 -0.19 -0.21
H -3.3685 -5.5569 0.5827 0.05 0.16 -0.06
H -1.8871 -4.7136 1.0777 -0.14 0.02 -0.09
H -2.2150 -4.9864 -0.6546 -0.23 0.05 0.19
Hf -0.1094 -0.0530 -1.6505 -2.88 -0.08 12.45
C 2.1574 -0.5119 0.9005 -1.03 0.29 -0.58
O 1.4964 -0.2091 -0.2112 2.03 -1.01 2.20
C -2.4244 -2.0848 -0.7748 -1.55 -2.91 -2.93
O -1.6789 -1.1219 -0.6357 1.05 1.71 1.54
C -1.1645 0.1641 -3.5625 0.67 -0.21 -2.87
C -0.4340 -1.0772 -3.4639 -1.53 0.65 -2.02
C 0.9730 -1.0644 -3.1395 2.09 -0.63 -0.76
C 1.6117 0.2004 -2.9627 1.42 1.22 -2.93
C 0.8813 1.4102 -2.9470 2.54 0.27 -1.12
C -0.5271 1.3936 -3.1969 -1.68 0.25 -1.56
H -2.2049 0.1683 -3.8851 0.17 -0.10 0.21
H -0.9349 -2.0280 -3.5719 -0.20 -0.03 -0.19
H 1.5467 -1.9934 -3.0500 -0.24 0.44 -0.33
H 2.6800 0.2673 -2.8027 -0.08 -0.18 -0.06
H 1.4027 2.3602 -2.7715 -0.30 -0.50 -0.08
H -1.0672 2.3388 -3.1948 0.02 -0.37 -0.09
C 0.1493 -2.4622 1.6191 0.07 0.02 -0.60
P 0.9343 -0.9404 2.2052 -1.90 -0.06 1.84
C -0.2480 0.4451 2.3192 0.07 0.25 -0.77
C 1.2050 -1.2991 3.9652 1.20 0.68 -0.40
C 0.1701 -1.8935 4.7059 0.14 -0.12 -0.19
C 0.3895 -2.1624 6.0556 0.31 0.35 -0.13
C 1.6302 -1.8736 6.6493 0.04 -0.07 -0.48
C 2.6402 -1.2654 5.8913 -0.07 0.18 0.25
C 2.4029 -0.8947 4.5669 -0.36 -0.53 0.30
H -0.9343 -2.4545 1.8093 0.45 0.10 -0.11
H 0.6085 -3.3212 2.1248 -0.07 0.24 -0.10
H 0.3594 -2.5133 0.5441 -0.34 -0.32 0.14
H -0.9842 0.2880 3.1235 0.41 -0.24 -0.26
H 0.3295 1.3510 2.5579 -0.16 -0.23 -0.03
H -0.7790 0.6003 1.3717 0.04 0.12 0.22
H -0.7985 -2.1175 4.2416 0.42 -0.04 0.28
H -0.4105 -2.5792 6.6504 0.00 -0.07 0.02
H 1.8050 -2.1225 7.6999 -0.06 0.09 -0.42
H 3.6103 -1.0578 6.3413 -0.30 0.09 0.01
H 3.1125 -0.2849 4.0112 -0.05 -0.26 0.23
```
Forces are in eV/Å.

Results
Net charge: +4
Gap between HOMO and LUMO (alpha / beta) (eV): 3.78 / 3.78
DFT total energy (Eh): -2541.26726
LUMO energy (alpha / beta) (eV): -13.9 / -13.9